{
  "formula": "C9H10BrN3O",
  "method": "wB97M-V/def2-TZVPD",
  "multiplicity": 1,
  "e_tot_ev": -86051.318,
  "mol_weight_da": 256.1,
  "smiles": "C/C=N\\C(=O)c1ccnnc1.C=CBr",
  "e_above_lowest_kcal_mol": 54.3,
  "orbital_gap_ev": 8.94,
  "symbols": ["C", "C", "N", "C", "O", "C", "C", "C", "N", "N", "C", "H", "H", "H", "H", "H", "H", "H", "C", "C", "Br", "H", "H", "H"],
  "xyz": [[-0.796, 1.493, 1.561], [-0.505, 1.103, 0.113], [-1.361, 0.983, -0.786], [-2.675, 0.997, -1.004], [-3.328, 1.858, -1.506], [-3.282, -0.390, -0.700], [-2.513, -1.431, -0.039], [-3.233, -2.562, 0.339], [-4.499, -2.710, 0.138], [-5.186, -1.831, -0.471], [-4.635, -0.731, -0.889], [0.241, 1.930, 2.050], [-1.567, 2.336, 1.650], [-1.300, 0.669, 2.089], [0.536, 0.914, -0.043], [-1.417, -1.179, 0.137], [-2.683, -3.192, 0.919], [-5.375, -0.212, -1.356], [2.721, -1.885, -2.447], [2.725, -1.205, -1.295], [2.250, -1.647, 0.452], [2.557, -2.920, -2.369], [3.106, -1.430, -3.338], [2.861, -0.159, -1.327]],
  "nbo_charge": [-0.717, 0.215, -0.435, 0.638, -0.546, -0.127, -0.191, -0.015, -0.193, -0.200, 0.019, 0.233, 0.246, 0.248, 0.180, 0.232, 0.191, 0.216, -0.391, -0.284, 0.058, 0.204, 0.223, 0.195]
}



{
  "formula": "C9H10ClN",
  "method": "wB97M-V/def2-TZVPD",
  "multiplicity": 1,
  "e_tot_ev": -23502.854,
  "mol_weight_da": 167.6,
  "e_above_lowest_kcal_mol": 101.7,
  "orbital_gap_ev": [8.33, 6.77],
  "symbols": ["C", "C", "C", "C", "C", "C", "C", "C", "C", "N", "Cl", "H", "H", "H", "H", "H", "H", "H", "H", "H", "H"],
  "xyz": [[-2.759, -1.067, -0.121], [-2.424, -0.071, -0.997], [-1.751, -1.832, 0.461], [-1.106, 0.073, -1.340], [-0.444, -1.551, 0.251], [-0.029, -0.661, -0.672], [0.092, 2.668, 0.245], [1.205, 1.997, 0.514], [1.286, -0.285, -1.025], [2.348, -0.908, -0.476], [1.742, 0.400, -2.568], [-3.775, -1.307, 0.079], [-3.056, 0.707, -1.361], [-2.035, -2.526, 1.207], [-0.769, 0.738, -2.179], [0.347, -2.253, 0.698], [0.083, 3.740, 0.670], [-0.697, 2.229, -0.262], [2.145, 2.268, 1.091], [2.412, -0.788, 0.518], [3.138, -0.983, -1.074]],
  "nbo_charge": [-0.214, -0.221, -0.206, -0.181, -0.197, -0.172, -0.530, -0.145, 0.219, -0.827, -0.009, 0.211, 0.217, 0.213, 0.222, 0.210, 0.213, 0.215, 0.179, 0.402, 0.400]
}



{
  "formula": "C9H10ClN2",
  "method": "wB97M-V/def2-TZVPD",
  "multiplicity": 1,
  "e_tot_ev": -24988.046,
  "charge": 1,
  "mol_weight_da": 181.6,
  "smiles": "CC=[N+]=C1C=C(Cl)C=C/C1=N\\C",
  "e_above_lowest_kcal_mol": 77.0,
  "orbital_gap_ev": [7.49, 7.49],
  "symbols": ["C", "C", "N", "C", "C", "C", "Cl", "C", "C", "C", "N", "C", "H", "H", "H", "H", "H", "H", "H", "H", "H", "H"],
  "xyz": [[-1.735, 2.828, -0.147], [-0.584, 2.272, 0.630], [0.172, 1.434, 0.154], [1.104, 0.592, 0.059], [2.478, 0.985, 0.010], [3.500, 0.031, 0.007], [5.094, 0.512, 0.182], [3.204, -1.405, -0.175], [1.928, -1.833, -0.216], [0.821, -0.932, 0.100], [-0.386, -1.226, 0.291], [-0.913, -2.484, 0.620], [-2.512, 2.820, 0.593], [-2.105, 2.241, -0.956], [-1.599, 3.824, -0.417], [-0.477, 2.317, 1.781], [2.808, 2.069, 0.122], [3.887, -2.059, -0.573], [1.736, -2.768, -0.576], [-1.675, -2.560, -0.191], [-1.494, -2.542, 1.681], [-0.340, -3.386, 0.568]],
  "nbo_charge": [-0.672, 0.273, -0.281, 0.318, -0.328, 0.064, 0.158, -0.210, -0.169, 0.171, -0.287, -0.469, 0.251, 0.256, 0.260, 0.226, 0.261, 0.243, 0.235, 0.245, 0.256, 0.197]
}



{
  "formula": "C9H10N",
  "method": "wB97M-V/def2-TZVPD",
  "multiplicity": 1,
  "e_tot_ev": -10969.835,
  "charge": 1,
  "mol_weight_da": 132.2,
  "e_above_lowest_kcal_mol": 192.5,
  "orbital_gap_ev": 7.50,
  "symbols": ["C", "C", "C", "C", "C", "C", "C", "C", "C", "N", "H", "H", "H", "H", "H", "H", "H", "H", "H", "H"],
  "xyz": [[-1.577, 1.115, 0.846], [-0.847, 1.981, 0.276], [0.795, -0.943, -0.949], [-1.720, -0.171, 1.703], [-0.946, -0.821, 0.618], [-0.172, 0.618, -0.099], [0.547, -0.678, 0.449], [1.552, -0.605, 1.586], [0.198, 0.877, -2.637], [0.191, 0.090, -1.441], [1.507, -1.578, -1.494], [-1.222, 0.013, 2.578], [-2.688, -0.479, 1.961], [-1.502, -1.175, -0.214], [2.121, 0.283, 1.643], [2.068, -1.495, 1.483], [0.966, -0.533, 2.550], [1.076, 1.503, -2.605], [-0.593, 1.606, -2.598], [0.246, 0.392, -3.656]],
  "nbo_charge": [0.070, -0.083, 0.231, -0.441, -0.088, 0.123, -0.093, -0.598, -0.457, -0.215, 0.263, 0.252, 0.274, 0.247, 0.255, 0.236, 0.238, 0.255, 0.264, 0.266]
}